Molecular formula: C19H66N18O19
Method: DFT, the ωB97M-V functional and the def2-TZVPD basis

Its total energy is -3179.05283 a.u. For the HOMO energy, the calculation gives -9.6202 eV. As for the energy above the lowest of the compared OMol25 structures with the same formula, charge and spin: 26.81 kJ/mol. For the LUMO energy, the calculation gives 0.3 eV.

```
! RIJCOSX wB97M-V def2-TZVPD def2/J DEFGRID3
* xyz 0 1
C -1.001 -1.516 4.718
O -0.799 -2.709 4.846
N -2.072 -1.004 4.214
N -0.056 -0.638 5.167
H -2.113 -0.035 4.095
H -2.652 -1.630 3.645
H 0.712 -1.010 5.636
H -0.076 0.355 5.092
C 0.187 5.282 1.300
O -0.347 6.215 1.878
N 1.307 4.613 1.790
N -0.155 4.883 0.043
H 1.694 3.842 1.328
H 1.810 5.100 2.519
H -0.776 5.481 -0.489
H 0.123 3.971 -0.318
C 3.535 -1.177 -1.769
O 4.071 -0.662 -2.715
N 4.259 -1.919 -0.948
N 2.284 -0.930 -1.435
H 3.818 -2.270 -0.123
H 5.213 -2.200 -1.299
H 1.765 -1.420 -0.731
H 1.744 -0.549 -2.234
C -2.102 3.039 3.780
O -1.960 1.862 4.244
N -2.942 3.292 2.738
N -1.294 4.092 4.236
H -2.816 4.192 2.357
H -3.856 2.848 2.597
H -1.315 5.038 3.864
H -0.795 3.810 5.048
C 1.965 -2.818 2.127
O 2.446 -3.094 1.069
N 0.763 -3.290 2.588
N 2.500 -1.962 2.973
H 0.235 -3.026 3.412
H 0.414 -4.053 2.068
H 3.403 -1.560 2.794
H 2.082 -1.667 3.834
C 1.141 -0.056 -4.832
O 0.671 -0.004 -3.675
N 2.349 -0.689 -5.167
N 0.469 0.538 -5.871
H 2.644 -1.042 -6.059
H 2.904 -1.043 -4.420
H 1.093 0.968 -6.549
H -0.275 1.135 -5.586
C -2.394 -1.940 -2.220
O -3.273 -2.646 -1.663
N -1.142 -1.812 -1.784
N -2.776 -1.302 -3.345
H -0.509 -1.282 -2.457
H -0.795 -2.698 -1.416
H -1.965 -0.972 -3.934
H -3.672 -1.535 -3.757
C -2.404 -3.740 1.435
O -2.344 -2.498 1.264
N -2.097 -4.425 2.616
N -2.897 -4.429 0.391
H -1.524 -3.945 3.334
H -2.354 -5.400 2.854
H -3.205 -3.865 -0.365
H -2.940 -5.397 0.264
C 4.674 0.615 1.303
O 4.814 -0.492 1.894
N 3.696 1.504 1.749
N 5.618 0.917 0.335
H 3.568 2.491 1.330
H 3.121 1.322 2.559
H 5.362 1.559 -0.429
H 6.015 0.087 -0.088
C 3.172 2.487 -2.008
C 2.728 3.145 -3.297
O 3.173 4.469 -3.526
O 4.483 2.008 -2.107
H 2.491 1.772 -1.622
H 3.222 3.302 -1.274
H 1.689 3.108 -3.238
H 3.023 2.409 -4.142
H 4.048 4.400 -3.932
H 4.494 1.346 -2.809
C -5.740 1.049 1.561
C -5.467 -0.058 0.557
O -4.047 0.046 0.325
O -5.061 2.257 1.187
H -5.399 0.757 2.577
H -6.862 1.233 1.614
H -6.011 0.120 -0.347
H -5.777 -1.036 0.973
H -3.575 -0.799 0.380
H -4.461 1.969 0.516
C 1.081 -5.518 -1.057
C 2.511 -5.052 -1.408
O 3.396 -5.299 -0.287
O 0.295 -4.559 -0.416
H 1.205 -6.424 -0.452
H 0.583 -5.832 -1.903
H 2.506 -3.988 -1.720
H 2.932 -5.698 -2.239
H 3.300 -4.613 0.378
H 0.910 -3.982 0.112
C -2.146 2.668 -1.844
C -2.435 2.822 -3.274
O -2.677 1.548 -3.859
O -3.254 2.232 -1.140
H -1.791 3.571 -1.351
H -1.344 1.922 -1.841
H -1.551 3.277 -3.716
H -3.226 3.570 -3.379
H -3.412 1.105 -3.374
H -3.125 1.269 -0.847
C -0.973 0.179 1.022
C -0.484 1.574 1.207
O 0.482 1.854 0.173
O -0.007 -0.757 1.518
H -1.087 -0.140 -0.043
H -1.904 0.026 1.634
H -0.001 1.721 2.191
H -1.287 2.263 1.017
H 1.141 1.148 0.269
H -0.533 -1.571 1.590
*
```

Molecular formula: C4H12NP2
Method: DFT, the ωB97M-V functional and the def2-TZVPD basis

Its total energy is -896.56763 a.u. For the HOMO energy (alpha / beta), the calculation gives -11.6832 / -13.7617 eV. The expectation value of S² is 2.071. As for the energy above the lowest of the compared OMol25 structures with the same formula, charge and spin: 33.01 kJ/mol. For the LUMO energy (alpha / beta), the calculation gives -4.1 / -6.1 eV.

```
! RIJCOSX wB97M-V def2-TZVPD def2/J DEFGRID3
* xyz 1 3
C 2.891 0.340 -0.517
C 0.078 1.839 1.958
C -1.102 -1.982 -0.535
C 0.025 0.174 -0.228
N -1.020 -0.763 0.309
P 1.602 -0.665 -0.007
P -0.496 1.204 -1.595
H 3.787 -0.213 -0.394
H 3.065 1.223 -1.088
H -1.004 1.771 1.777
H 0.544 2.710 1.505
H 0.504 1.228 2.599
H -0.233 -2.127 -1.204
H -1.217 -2.773 0.200
H -2.034 -2.027 -1.090
H -1.929 -0.364 0.544
H -0.737 -1.219 1.312
H -0.969 0.231 -2.492
H -1.755 1.412 -1.052
*
```

Molecular formula: C26H43BaN2O12
Method: DFT, the ωB97M-V functional and the def2-TZVPD basis

Its total energy is -2053.98526 a.u. For the HOMO energy, the calculation gives -11.1509 eV. As for the energy above the lowest of the compared OMol25 structures with the same formula, charge and spin: 0.00 kJ/mol. For the LUMO energy, the calculation gives -3.6 eV.

```
! RIJCOSX wB97M-V def2-TZVPD def2/J DEFGRID3
* xyz 1 1
Ba 3.325 -15.514 -7.026
C 3.422 -16.290 -11.657
C 3.148 -16.009 -10.196
O 2.914 -16.975 -9.404
O 3.177 -14.812 -9.800
H 4.469 -16.088 -11.875
H 2.793 -15.662 -12.294
H 3.211 -17.319 -11.951
C 8.116 -16.927 -12.660
C 8.000 -18.171 -12.040
C 7.347 -19.211 -12.677
C 6.683 -18.937 -13.868
C 6.835 -17.725 -14.538
C 7.569 -16.724 -13.928
N 5.869 -19.987 -14.480
O 5.136 -19.660 -15.380
O 5.974 -21.113 -14.025
H 8.640 -16.109 -12.181
H 8.346 -18.302 -11.022
H 7.208 -20.175 -12.205
H 6.363 -17.560 -15.496
H 7.684 -15.780 -14.440
C -0.852 -19.301 -10.704
C -0.048 -18.194 -10.989
C -0.453 -17.253 -11.925
C -1.607 -17.465 -12.635
C -2.413 -18.566 -12.392
C -2.027 -19.482 -11.417
N -1.994 -16.511 -13.672
O -1.098 -15.898 -14.212
O -3.173 -16.429 -13.940
H -0.480 -20.031 -9.998
H 0.849 -17.920 -10.445
H 0.137 -16.359 -12.077
H -3.306 -18.764 -12.968
H -2.645 -20.357 -11.255
C 6.405 -17.463 -6.441
O 5.246 -17.515 -7.279
C 4.946 -18.832 -7.809
C 5.610 -19.144 -9.122
O 7.003 -19.107 -9.069
C 7.567 -20.181 -8.321
H 6.212 -17.946 -5.476
H 6.666 -16.418 -6.269
H 7.249 -17.959 -6.915
H 3.864 -18.883 -7.957
H 5.176 -19.615 -7.073
H 5.241 -18.458 -9.888
H 5.243 -20.134 -9.443
H 7.151 -21.147 -8.635
H 7.439 -20.071 -7.240
H 8.628 -20.211 -8.564
C 4.719 -13.548 -17.302
O 5.151 -13.323 -15.979
C 5.290 -11.951 -15.659
C 5.659 -11.834 -14.221
O 4.551 -12.135 -13.415
C 4.839 -12.743 -12.163
H 4.991 -12.735 -17.979
H 3.626 -13.674 -17.345
H 5.163 -14.475 -17.666
H 4.343 -11.414 -15.813
H 6.065 -11.492 -16.287
H 6.021 -10.809 -14.044
H 6.523 -12.488 -14.024
H 5.363 -13.694 -12.332
H 3.886 -12.990 -11.703
H 5.456 -12.096 -11.524
C 1.409 -12.617 -5.836
O 2.447 -12.985 -6.738
C 3.417 -11.951 -6.812
C 4.354 -12.198 -7.949
O 5.001 -13.459 -7.759
C 6.020 -13.759 -8.692
H 0.662 -13.408 -5.771
H 0.907 -11.701 -6.163
H 1.790 -12.428 -4.823
H 4.003 -11.864 -5.886
H 2.928 -10.983 -6.951
H 5.088 -11.398 -8.080
H 3.773 -12.262 -8.882
H 5.623 -13.784 -9.710
H 6.419 -14.749 -8.465
H 6.838 -13.033 -8.633
*
```